[1]
26
Properties=species:S:1:pos:R:3:lowdin_charge:R:1 method="wB97M-V/def2-TZVPD" charge=-2 lumo_energy_ha="0.1633 / 0.1128" multiplicity=2 gap_ev="5.268 / 3.890" relative_energy_kcal_mol=3.4 homo_energy_ev="-0.8253 / -0.8216"
Li -0.3601 -0.2668 -0.4461 0.6412
S 2.4945 -0.0412 -1.3270 0.1739
O 3.2972 0.4382 -0.1878 -0.4158
O 1.9763 1.0898 -2.0920 -0.4035
O 3.2950 -0.9019 -2.1665 -0.4236
O 1.4604 -0.9190 -0.6865 -0.5184
S -0.4417 2.9000 0.4469 0.2530
O -0.5906 1.4685 0.2927 -0.3958
O 0.1903 3.1258 1.7456 -0.1699
O 0.4741 3.4101 -0.5917 -0.1428
O -1.8097 3.4516 0.3872 -0.3516
O -2.9682 0.9269 1.6122 -0.0793
H -3.4297 1.7476 1.4398 0.0172
H -2.1289 1.0246 1.1626 -0.0406
O 1.7133 -0.1827 1.9519 -0.0824
H 2.0140 -0.2965 1.0504 -0.0461
H 1.8768 -1.0290 2.3681 0.0047
O 0.2020 -3.5047 -0.8488 -0.0740
H 0.6121 -2.7228 -1.2186 -0.0096
H 0.4805 -3.5115 0.0669 0.0100
O -1.1886 -1.4371 1.0766 -0.0655
H -0.5586 -2.0423 1.4679 0.0341
H -1.7863 -1.2176 1.7914 0.0370
O -1.4890 -0.5929 -2.0706 -0.0604
H -2.3091 -0.1727 -2.3299 0.0496
H -1.0259 -0.7442 -2.8946 0.0586


[2]
32
Properties=species:S:1:pos:R:3:lowdin_charge:R:1 method="wB97M-V/def2-TZVPD" charge=-2 lumo_energy_ha=0.1361 gap_ev=6.410 homo_energy_ev=-2.7072
Zn -16.1418 0.2979 9.2751 1.0156
N -14.7437 -1.7216 11.6300 -0.6820
O -15.3614 -0.8844 11.0182 -0.0924
O -13.5781 -1.9295 11.3608 -0.0220
O -15.2785 -2.3274 12.4946 0.0239
N -13.4545 -0.7711 7.8800 -0.6586
O -14.4825 -0.2355 8.2660 -0.1132
O -12.4742 -0.0519 7.5556 -0.0538
O -13.4046 -1.8986 7.8856 0.1107
N -17.2118 -2.6540 8.6627 -0.4708
O -18.0520 -3.2632 7.9641 -0.0386
O -17.0746 -1.4286 8.6568 -0.0497
O -16.6776 -3.3277 9.5734 0.0109
N -18.9525 0.4481 10.6490 -0.6303
O -18.0793 0.8449 9.9172 -0.1154
O -18.6115 -0.0328 11.7240 0.0226
O -20.0665 0.3655 10.1464 0.0076
O -17.3087 -4.2666 12.1255 -0.0653
H -17.3249 -5.1725 11.8167 0.0085
H -17.2526 -3.7418 11.3269 -0.0162
O -18.7408 -1.4678 5.6822 -0.0617
H -18.2024 -1.8075 6.3970 -0.0176
H -18.9602 -0.5755 5.9501 0.0307
O -16.9272 -6.0876 5.8846 -0.0630
H -16.3007 -6.6112 6.3842 0.0242
H -17.0001 -5.2686 6.3746 0.0101
O -20.6651 -2.4229 8.0625 -0.0569
H -19.8601 -2.7556 7.6656 -0.0257
H -21.3392 -3.0493 7.7989 0.0179
O -17.9028 -6.1637 8.9709 -0.0662
H -18.3609 -5.4019 8.6159 0.0040
H -17.1008 -5.8057 9.3514 0.0128


[3]
14
Properties=species:S:1:pos:R:3:lowdin_charge:R:1 method="wB97M-V/def2-TZVPD" charge=+1 lumo_energy_ha=-0.1241 gap_ev=12.787 relative_energy_kcal_mol=20.9 homo_energy_ev=-16.1633
N -0.0982 -0.0029 0.4039 0.2513
H -0.5813 0.7399 0.8805 0.0928
H -0.1962 -0.7621 1.0698 0.1378
H -0.4561 -0.2966 -0.5786 0.0960
H 0.8921 0.1270 0.3671 0.0925
H -1.0715 0.6179 3.4979 0.0634
H -0.1978 1.7762 3.1235 0.0346
O -0.7317 1.1157 2.7679 0.0027
H 2.6489 0.0933 -1.3705 0.0476
H 1.5301 -0.6181 -1.9648 0.0873
O 1.7166 0.1844 -1.4113 -0.0429
H -1.2448 -1.7424 -2.3192 0.1119
H -0.8748 -0.3808 -2.5680 0.0444
O -1.3352 -0.8516 -1.8982 -0.0195


[4]
16
Properties=species:S:1:pos:R:3:lowdin_charge:R:1 method="wB97M-V/def2-TZVPD" charge=+1 lumo_energy_ha=-0.1697 gap_ev=9.406 relative_energy_kcal_mol=56.1 homo_energy_ev=-14.0232
Na 29.4729 -46.0640 -7.5403 0.9609
O 25.5868 -44.9940 -9.3540 -0.0598
H 25.5493 -44.7704 -10.2839 0.0333
H 24.7307 -45.3778 -9.1647 0.0352
O 32.8739 -46.1517 -5.0605 -0.0602
H 33.3577 -45.4048 -4.7080 0.0359
H 33.3980 -46.9143 -4.8156 0.0350
O 29.1463 -50.3821 -8.1348 -0.0603
H 29.1020 -50.7609 -7.2568 0.0320
H 29.2552 -51.1351 -8.7157 0.0369
O 26.4715 -47.6758 -3.6163 -0.0603
H 25.5223 -47.5600 -3.6603 0.0314
H 26.6552 -47.7994 -2.6851 0.0327
O 30.0813 -41.6965 -6.6885 -0.0597
H 30.1977 -40.9654 -6.0817 0.0367
H 29.9250 -41.2816 -7.5369 0.0304


[5]
15
Properties=species:S:1:pos:R:3:lowdin_charge:R:1 method="wB97M-V/def2-TZVPD" lumo_energy_ha=0.0173 gap_ev=10.702 relative_energy_kcal_mol=10.1 homo_energy_ev=-10.2295
O 0.8113 -0.1085 -2.7124 -0.0872
H 1.7698 -0.1925 -2.7687 0.0301
H 0.5974 -0.7577 -2.0175 -0.0176
O 0.5711 -0.2661 1.7262 -0.0721
H 0.6069 0.6701 1.9282 -0.0410
H 0.5512 -0.7175 2.5761 0.0518
O -2.3672 -0.5156 0.5000 -0.0624
H -1.8412 0.1284 0.0110 0.0241
H -3.1814 -0.0276 0.6675 0.0374
O 0.4138 -1.9771 -0.5931 -0.0577
H -0.3474 -2.4969 -0.8714 0.0567
H 0.2353 -1.7768 0.3354 0.0135
S 0.3401 2.9826 0.8012 0.5207
H 1.6621 2.7490 0.7639 -0.1921
H 0.1782 2.3061 -0.3463 -0.2042


[6]
15
Properties=species:S:1:pos:R:3:lowdin_charge:R:1 method="wB97M-V/def2-TZVPD" lumo_energy_ha=0.0176 gap_ev=10.820 relative_energy_kcal_mol=18.2 homo_energy_ev=-10.3411
O -1.4004 1.1478 1.2003 -0.1084
H -0.7971 0.6575 1.8469 0.0575
H -0.7494 1.4150 0.5182 0.0373
O -0.5752 -1.5914 -0.4154 -0.1581
H -1.2355 -1.2393 -1.1249 -0.0266
H -1.0152 -1.6073 0.5045 0.0779
O 2.2568 -0.9196 0.5553 -0.0598
H 1.4822 -1.4459 0.3267 0.0156
H 2.8519 -1.0191 -0.2129 0.0708
O 1.7989 1.3383 2.0848 -0.0706
H 1.9661 0.4405 1.7925 -0.0247
H 2.6672 1.6735 2.3314 0.0355
S -2.6124 -0.1041 -2.8028 0.5348
H -2.3471 0.0004 -4.0659 -0.2520
H -2.2909 1.2536 -2.5387 -0.1293


[7]
15
Properties=species:S:1:pos:R:3:lowdin_charge:R:1 method="wB97M-V/def2-TZVPD" charge=-1 lumo_energy_ha="0.1189 / 0.1169" multiplicity=2 gap_ev="2.441 / 10.388" relative_energy_kcal_mol=16.9 homo_energy_ev="0.7933 / -7.2055"
O 0.4592 -2.4597 -2.0862 -0.3332
H 0.6895 -2.4487 -3.0153 -0.0669
H -0.3967 -2.8872 -2.0561 -0.0679
O -0.3639 0.4657 0.1632 -0.1348
H 0.1100 -0.1753 -0.3667 0.0036
H 0.2854 0.7868 0.7889 0.0058
O 2.8311 -0.5710 -1.4766 -0.1880
H 3.5798 -0.4403 -0.8947 -0.0071
H 2.8135 -1.5145 -1.6368 -0.0343
O 0.1307 2.7246 3.0488 -0.0797
H -0.6997 2.9562 3.4650 0.0256
H -0.0204 1.8545 2.6796 0.0058
O -3.2681 0.6837 0.8130 -0.1168
H -3.7843 0.5259 0.0225 0.0149
H -2.3660 0.4996 0.5513 -0.0269


[8]
15
Properties=species:S:1:pos:R:3:lowdin_charge:R:1 method="wB97M-V/def2-TZVPD" charge=-1 lumo_energy_ha="0.1413 / 0.1375" multiplicity=2 gap_ev="2.942 / 10.973" relative_energy_kcal_mol=12.5 homo_energy_ev="0.9014 / -7.2301"
O -1.3121 -2.4182 0.6155 -0.1546
O -2.2675 0.6334 1.0946 -0.1473
O -0.3618 1.8568 -0.8144 -0.1618
O 2.3676 1.3742 -0.8278 -0.2081
O 1.0594 -1.1648 0.1641 -0.3153
H -2.1140 -2.3349 0.0900 0.0153
H -1.9449 0.8507 0.1890 0.0020
H 0.3639 1.2928 -0.4923 -0.0181
H 2.1357 0.4526 -0.5777 -0.0208
H 1.8188 -1.7966 0.0883 -0.0225
H -1.3832 -1.6705 1.2468 0.0165
H -1.6483 1.2837 1.4756 0.0205
H -0.2033 1.8032 -1.7747 0.0244
H 3.1583 1.5715 -0.3129 -0.0037
H 0.3313 -1.7339 -0.1641 -0.0264


[9]
15
Properties=species:S:1:pos:R:3:lowdin_charge:R:1 method="wB97M-V/def2-TZVPD" lumo_energy_ha=0.0192 gap_ev=10.054 relative_energy_kcal_mol=76.6 homo_energy_ev=-9.5311
O 0.9947 -0.6294 0.7219 -0.0594
H 0.5903 -0.6281 1.5968 0.0311
H 0.3076 -0.2765 0.1454 0.0001
O -0.2371 2.0251 -0.1953 -0.0397
H -1.0653 1.8834 0.2768 0.0114
H -0.0154 2.9444 -0.0091 0.0524
O -2.4965 -1.6409 -0.3649 -0.0844
H -2.8843 -1.9934 -1.1739 0.0543
H -2.7484 -2.2782 0.3129 0.0531
O 5.0952 -0.5032 -0.3100 -0.0587
H 5.9142 -0.6663 0.1712 0.0290
H 5.3715 0.0152 -1.0742 0.0297
O -2.9924 0.1909 -0.0170 -0.0842
H -2.1646 0.6840 0.0079 0.0091
H -3.6696 0.8730 -0.0884 0.0561


[10]
15
Properties=species:S:1:pos:R:3:lowdin_charge:R:1 method="wB97M-V/def2-TZVPD" lumo_energy_ha=-0.0001 gap_ev=10.846 relative_energy_kcal_mol=29.0 homo_energy_ev=-10.8489
O 1.8631 -1.7901 0.4571 -0.0729
H 1.0711 -1.1821 0.5141 -0.0028
H 2.1891 -1.3161 -0.2849 -0.0011
O 0.2891 1.5559 -1.3939 -0.0546
H -0.3539 1.1759 -2.0139 0.0363
H 0.2411 0.9449 -0.6769 -0.0487
O -0.3749 -0.2621 0.5541 -0.0469
H -1.0499 -0.0941 1.2191 0.0943
H -0.8079 -0.8571 -0.0439 0.0061
O 0.6161 2.3399 2.1571 -0.0342
H 1.1611 2.0339 1.4401 0.0188
H 1.1641 3.0439 2.4551 0.0188
O -1.8749 -2.0401 -1.1469 -0.0136
H -1.4259 -1.9561 -1.9799 0.0506
H -2.7069 -1.5971 -1.2569 0.0499


[11]
15
Properties=species:S:1:pos:R:3:lowdin_charge:R:1 method="wB97M-V/def2-TZVPD" lumo_energy_ha=-0.0062 gap_ev=10.365 relative_energy_kcal_mol=29.0 homo_energy_ev=-10.5344
O 0.1793 -0.2479 -1.0390 -0.0326
H 0.5603 0.3061 -1.6890 0.0644
H 0.4283 0.1801 -0.2180 0.0034
O 0.6563 -2.9659 -1.3000 -0.0777
H 0.5183 -2.0549 -1.0240 -0.0348
H 1.5993 -3.0709 -1.0490 0.0416
O -2.1447 -1.5329 -1.3710 -0.0892
H -3.0097 -1.0689 -1.2730 0.0485
H -1.4477 -0.8789 -1.2070 -0.0302
O -0.2037 3.2781 1.7760 -0.1010
H 0.1773 2.4411 1.4420 -0.0272
H 0.5633 3.8801 1.9510 0.0545
O 0.7353 0.7861 1.3480 -0.0665
H 1.5063 0.5371 1.8820 0.0964
H -0.1187 0.4121 1.7710 0.1505


[12]
15
Properties=species:S:1:pos:R:3:lowdin_charge:R:1 method="wB97M-V/def2-TZVPD" lumo_energy_ha=0.0277 gap_ev=11.747 relative_energy_kcal_mol=13.3 homo_energy_ev=-10.9917
O 1.3588 -0.5237 0.9924 -0.0238
H 1.8891 -1.2551 0.7867 0.0113
H 1.3321 0.0231 0.2013 0.0221
O 0.0948 0.5473 -1.6367 -0.0672
H -0.4521 -0.0108 -1.0817 0.0240
H -0.4417 1.3373 -1.7145 0.0486
O -1.9961 0.8602 0.0639 -0.0680
H -1.8334 0.8646 1.0132 -0.0047
H -2.9780 0.9517 0.0216 0.0725
O 1.8233 -1.4725 -1.9905 -0.1133
H 1.3873 -0.6469 -2.3081 0.0095
H 1.8901 -2.1325 -2.7461 0.0685
O -0.8275 0.7668 2.5947 -0.0410
H -0.2330 0.0987 2.2807 0.0027
H -1.0136 0.5917 3.5233 0.0587


Please write out number 6 again, unchanged.
15
Properties=species:S:1:pos:R:3:lowdin_charge:R:1 method="wB97M-V/def2-TZVPD" lumo_energy_ha=0.0176 gap_ev=10.820 relative_energy_kcal_mol=18.2 homo_energy_ev=-10.3411
O -1.4004 1.1478 1.2003 -0.1084
H -0.7971 0.6575 1.8469 0.0575
H -0.7494 1.4150 0.5182 0.0373
O -0.5752 -1.5914 -0.4154 -0.1581
H -1.2355 -1.2393 -1.1249 -0.0266
H -1.0152 -1.6073 0.5045 0.0779
O 2.2568 -0.9196 0.5553 -0.0598
H 1.4822 -1.4459 0.3267 0.0156
H 2.8519 -1.0191 -0.2129 0.0708
O 1.7989 1.3383 2.0848 -0.0706
H 1.9661 0.4405 1.7925 -0.0247
H 2.6672 1.6735 2.3314 0.0355
S -2.6124 -0.1041 -2.8028 0.5348
H -2.3471 0.0004 -4.0659 -0.2520
H -2.2909 1.2536 -2.5387 -0.1293